# 1
C4H10N2O2 | ωB97M-V/def2-TZVPD

```
18
Properties=species:S:1:pos:R:3:forces:R:3:nbo_charge:R:1
C -1.9695 -2.4084 -1.3116 1.7 0.9 1.4 -0.71
C -1.7606 -0.9318 -1.1655 -0.5 1.8 -0.7 0.51
O -2.4626 -0.2019 -2.1259 -0.5 -2.4 -0.5 -0.71
N -1.1021 -0.1653 -0.4035 0.4 0.0 1.4 -0.23
O -0.4678 -0.7590 0.7147 -0.9 -2.1 -1.8 -0.59
H -1.4654 -2.9380 -0.4535 0.4 0.3 -1.7 0.25
H -2.9445 -2.6690 -1.1240 -2.8 -0.1 0.5 0.24
H -1.8879 -2.6289 -2.3724 1.0 -0.6 0.2 0.25
H -2.2223 0.7064 -2.2520 0.7 0.6 0.7 0.50
H -0.1930 -0.0658 1.2858 0.5 1.5 0.5 0.50
C 2.7580 0.8484 1.9685 -1.3 -2.3 3.6 -0.06
N 1.5702 1.1346 1.6405 0.3 0.6 -1.3 -0.42
C 1.4409 2.0140 0.4573 -0.5 2.3 2.4 -0.45
H 2.7310 0.1270 2.8996 0.7 1.3 -1.8 0.17
H 3.7586 1.1520 1.6552 -0.4 0.4 -0.7 0.17
H 0.6152 2.8318 0.5798 1.4 -1.6 0.1 0.20
H 2.4090 2.4968 0.3904 0.1 0.5 -0.8 0.17
H 1.1929 1.4572 -0.3832 -0.4 -1.1 -1.5 0.22
```
Positions in Å, forces in eV/Å.

- Relative energy (zero: lowest compared OMol25 entry of this formula, charge and spin): 115.9 kcal per mole

# 2
C50H124N20O11P6S | ωB97M-V/def2-TZVPD

```
212
Properties=species:S:1:pos:R:3:forces:R:3:mulliken_charge:R:1
O -0.5531 -2.3470 1.8482 0.3 0.5 -0.8 0.18
P -0.9855 -3.1201 3.0200 -2.0 -0.9 -0.9 -0.86
N -1.7202 -2.3663 4.2549 -0.7 1.6 1.0 0.70
C -0.9121 -1.3988 5.0221 0.6 -0.7 1.3 -1.38
C -3.1109 -1.8488 4.1386 -0.7 0.7 0.9 -1.79
N 0.2895 -3.8783 3.6458 0.3 -1.0 1.2 0.61
C 1.6107 -3.7620 3.1471 0.3 2.8 0.4 -0.65
C 0.1930 -4.6294 4.8796 -1.3 1.0 1.0 -1.19
N -2.2222 -4.1928 2.5544 0.8 -0.1 2.0 0.66
C -2.6536 -4.2287 1.2365 -1.0 -0.3 -3.1 -0.85
C -3.0620 -4.9796 3.4510 0.7 -0.3 1.4 -1.25
H 0.0507 -1.8000 5.3927 -0.5 -0.3 -0.3 0.35
H -1.4673 -1.1480 5.9737 0.6 0.2 -1.3 0.64
H -0.5828 -0.5622 4.4186 -0.4 0.6 0.1 0.22
H -3.3208 -1.2763 5.0911 0.2 -0.7 -1.0 0.39
H -3.8407 -2.6513 4.1059 0.1 -0.1 0.0 0.03
H -3.4241 -1.1384 3.3370 0.9 -0.5 0.2 0.85
H 2.2575 -3.2870 3.9334 -0.3 -0.3 -0.8 0.28
H 1.9648 -4.6965 2.9256 1.3 -2.4 -0.6 0.40
H 1.6051 -3.1557 2.2398 0.2 -0.1 0.2 -0.07
H 1.1066 -4.6878 5.4640 0.4 -0.1 -0.5 0.39
H -0.4491 -3.9985 5.5082 -0.2 -0.6 0.3 0.39
H -0.2811 -5.6060 4.8016 0.2 -0.2 -0.2 0.27
H -3.6708 -3.8073 1.0736 0.4 0.4 0.2 0.31
H -1.9311 -3.7334 0.5437 -0.7 -0.3 0.6 -0.27
H -2.8404 -5.2655 0.8722 0.6 0.2 0.2 0.49
H -2.6427 -5.0461 4.4855 0.1 -0.1 -0.9 0.27
H -3.2669 -6.0115 3.0892 0.4 0.6 0.0 0.30
H -4.0178 -4.5254 3.6677 -0.6 0.3 -0.5 0.42
O -5.5305 0.0533 2.9270 -0.3 0.3 1.0 -0.98
P -4.9984 0.8734 1.8358 -0.7 0.3 -1.8 0.32
N -5.0887 2.5191 1.9616 -0.7 0.8 1.2 0.45
C -6.1160 3.1151 2.8487 -0.7 -0.9 -0.2 -1.05
C -4.5968 3.4334 0.9368 -0.9 -0.6 -0.2 -1.10
N -5.8212 0.4522 0.4475 -0.2 -0.6 -0.8 0.43
C -7.0449 -0.3066 0.4715 -0.4 -0.6 -0.1 -1.16
C -5.5128 0.9425 -0.9035 -0.9 1.2 1.3 -0.89
N -3.4430 0.7136 1.3898 -2.5 -0.2 -0.7 1.80
C -3.0632 -0.4074 0.6011 0.9 -0.9 -0.6 -0.65
C -2.3809 1.3612 2.0151 0.7 0.8 0.4 -0.95
H -5.7691 4.0517 3.3283 -0.2 -0.3 -0.6 0.28
H -6.2787 2.3894 3.6674 -0.1 0.4 -0.4 0.32
H -7.1353 3.2451 2.3180 1.5 0.1 0.7 0.25
H -3.8273 3.0324 0.2865 0.0 -0.3 0.0 0.22
H -4.1981 4.2588 1.4422 0.9 1.4 0.7 0.50
H -5.4235 3.8443 0.3480 -0.1 -0.2 -0.2 0.27
H -7.2023 -0.7728 1.4236 0.2 -0.2 0.6 0.35
H -7.9725 0.2429 0.2800 0.2 0.5 -0.2 0.32
H -7.0138 -1.1034 -0.2826 0.1 0.0 0.0 0.34
H -6.1208 0.3890 -1.6132 0.4 -0.3 -0.2 0.57
H -5.8765 1.9782 -0.9427 0.2 0.0 -0.5 0.21
H -4.4534 0.9558 -1.0975 0.4 -0.3 -0.3 0.07
H -3.9009 -1.0416 0.2230 0.7 1.0 0.1 0.33
H -2.3282 -0.0530 -0.1494 -0.8 -0.3 -0.3 -0.65
H -2.4556 -1.0259 1.2251 0.5 -1.0 0.4 -0.03
H -1.9358 0.7256 2.7297 1.1 -1.1 0.9 -0.16
H -2.6629 2.2163 2.6135 -0.3 0.5 -0.4 0.60
H -1.6871 1.5796 1.2236 0.8 0.7 -0.1 0.13
O -0.8942 -0.6889 -3.7524 -0.2 0.1 -0.2 -0.69
P -2.2092 -0.9893 -4.3859 1.1 0.5 0.1 -0.40
N -2.1508 -1.3435 -6.0267 0.1 0.0 1.0 0.43
C -2.1006 -0.2916 -7.0041 -0.5 0.0 -1.0 -1.12
C -1.2888 -2.4375 -6.4137 -0.5 -1.5 -1.0 -0.96
N -3.2508 0.2973 -4.1551 -0.5 0.3 -0.1 1.37
C -4.6477 0.0122 -4.4205 -0.1 -1.1 -1.0 -1.56
C -2.9936 1.7657 -4.2585 1.4 -1.0 -0.4 -0.96
N -2.9063 -2.3373 -3.7330 -0.2 -0.7 -1.6 1.83
C -2.8870 -2.4464 -2.3144 1.4 0.2 0.6 -0.44
C -3.7464 -3.3112 -4.4592 -1.4 0.7 0.9 -1.06
H -2.6441 -0.6694 -7.8883 0.4 0.3 0.0 0.35
H -1.0995 0.0507 -7.3126 0.0 -0.4 0.2 0.25
H -2.6130 0.5925 -6.6852 -0.5 0.5 0.4 0.38
H -1.3561 -3.3683 -5.8334 -0.2 0.6 0.3 0.10
H -0.2555 -2.1664 -6.5026 0.8 0.5 0.2 0.29
H -1.5656 -2.7765 -7.4264 -0.1 0.2 0.1 0.44
H -5.2813 0.6917 -3.9146 -0.6 0.9 0.5 0.57
H -4.8841 0.0562 -5.5056 0.0 0.1 0.4 0.24
H -4.9593 -0.9792 -4.0725 0.3 0.1 0.0 0.27
H -3.7519 2.1637 -4.9069 -0.5 0.4 -0.2 0.59
H -2.9928 2.2703 -3.2833 -0.1 -0.3 -0.3 -0.30
H -2.0308 1.9742 -4.7808 -0.5 -0.2 0.6 0.33
H -3.8765 -2.3527 -1.9471 -1.1 0.2 0.8 0.58
H -2.4464 -3.3568 -1.8960 -0.1 -0.4 -0.5 -0.62
H -2.2323 -1.6611 -1.9254 -0.4 0.1 0.1 -0.56
H -3.9922 -2.9156 -5.4513 0.2 -0.2 0.2 0.40
H -4.7430 -3.4310 -3.8976 1.2 0.2 -0.6 0.33
H -3.2956 -4.2988 -4.5411 0.3 0.2 -0.1 -0.22
O 3.2408 5.5865 2.9097 0.5 0.2 -0.2 -0.97
P 4.0077 5.5019 1.6421 0.0 1.3 -0.4 0.46
N 3.0439 5.9445 0.3536 -0.8 -0.7 1.2 0.70
C 3.2629 5.7471 -1.0331 0.8 -0.5 -0.5 -1.00
C 2.0665 6.9702 0.6381 0.6 -1.0 -0.4 -1.13
N 4.6251 4.0584 1.1921 -0.2 -0.2 -1.5 0.66
C 3.7247 3.0382 0.6011 0.5 0.0 1.9 -0.75
C 5.6586 3.4630 2.0035 -1.5 0.5 0.9 -1.00
N 5.3548 6.5403 1.6226 -2.6 0.1 1.7 0.39
C 5.4805 7.7132 2.4981 -0.5 0.0 0.1 -1.22
C 6.3997 6.3942 0.7273 3.3 -0.1 -0.8 -1.22
H 4.1822 5.1797 -1.0679 0.2 -0.4 -0.7 0.39
H 3.4968 6.7168 -1.4877 -0.3 0.0 -0.4 0.47
H 2.4512 5.1937 -1.5971 0.7 0.7 0.8 -0.10
H 1.9552 7.0119 1.6832 -0.3 0.4 1.3 0.38
H 1.1357 6.6306 0.2233 -0.7 0.4 -0.5 0.19
H 2.4753 7.8824 0.2430 -0.5 0.9 -0.3 0.29
H 4.2987 2.2641 0.1056 0.1 0.0 -0.2 0.43
H 3.2164 2.6102 1.4720 -0.3 -0.5 -0.3 0.13
H 2.9841 3.4383 -0.0438 -0.4 0.4 -0.6 -0.03
H 5.2219 3.0333 2.9155 0.2 0.0 0.0 0.07
H 6.1043 2.7051 1.4449 0.9 -1.4 -0.9 0.38
H 6.3786 4.1971 2.2536 0.8 0.7 0.4 0.40
H 4.7046 7.8896 3.2547 -0.2 -0.8 -0.5 0.28
H 6.3901 7.6423 3.0677 0.7 0.0 0.2 0.41
H 5.4936 8.6361 1.9165 0.2 0.0 -0.3 0.35
H 7.2670 5.9557 1.2275 0.5 0.1 0.5 0.40
H 6.8392 7.3161 0.3046 -0.8 0.1 0.1 0.35
H 6.3389 5.6849 -0.0741 -1.1 -0.2 -0.6 0.33
O -1.1580 -5.5280 -5.2741 -0.4 0.0 0.3 -0.95
P -0.3520 -5.9866 -4.1166 0.9 -1.7 -1.2 0.20
N 0.3288 -4.7861 -3.2722 -1.1 -0.5 1.3 1.26
C 0.8894 -3.7344 -4.0680 -0.4 0.7 0.5 -1.17
C 0.3504 -4.5898 -1.7981 0.1 0.2 -1.1 -0.40
N 0.9377 -6.9574 -4.6594 0.4 2.0 1.1 0.39
C 0.6885 -8.0974 -5.4661 2.6 -1.3 1.6 -1.31
C 2.4025 -6.6731 -4.5000 -2.1 -0.1 -0.9 -0.90
N -1.2487 -6.9591 -3.1120 -0.2 -0.2 0.2 0.30
C -0.7312 -7.8170 -2.0715 -0.5 1.6 1.2 -0.94
C -2.6204 -6.5692 -2.8674 0.4 1.2 -0.5 -0.75
H 0.4880 -2.7953 -3.6780 0.0 0.3 -0.6 -0.57
H 0.6674 -3.8830 -5.1254 0.1 0.1 0.2 0.34
H 1.9271 -3.7630 -3.8750 1.5 0.4 -0.3 0.95
H 1.2857 -5.0025 -1.4087 -0.3 -0.4 0.4 0.47
H -0.5882 -4.9432 -1.2790 1.2 0.3 -0.5 -0.10
H 0.5056 -3.5066 -1.6975 -0.6 -0.2 0.4 -0.29
H 0.8416 -8.9707 -4.8045 -0.3 -0.3 -0.5 0.33
H -0.2420 -8.1135 -5.8691 -2.9 0.0 -1.1 0.37
H 1.4122 -8.2254 -6.2699 0.1 0.3 -0.2 0.36
H 2.7751 -6.5592 -5.5345 0.4 0.1 0.6 0.34
H 2.5322 -5.7787 -3.9126 0.3 0.2 0.0 0.20
H 2.8467 -7.5273 -4.0160 0.5 -0.3 0.2 0.30
H -0.9964 -7.3692 -1.0522 0.2 -0.6 -1.0 0.22
H -1.1834 -8.8003 -2.1395 0.3 -0.3 0.0 0.27
H 0.3346 -7.7722 -2.1322 0.8 -0.7 0.0 0.36
H -2.6653 -5.7687 -2.0961 -0.2 -0.5 -0.1 0.07
H -3.2241 -7.4161 -2.5814 -0.2 -0.3 0.1 0.43
H -2.9496 -6.1434 -3.8129 -0.6 -0.1 0.2 0.23
O 1.1591 0.4005 6.1592 0.0 2.2 0.3 -0.92
P 1.2283 1.9056 6.3668 1.2 -0.9 -1.5 0.73
N 2.7087 2.5356 5.8169 -1.8 -1.2 0.3 0.43
C 3.0693 3.9463 5.8030 2.5 -0.6 -0.5 -0.96
C 3.6430 1.5042 5.4486 0.7 0.1 -0.4 -0.89
N 0.9623 2.2750 7.9306 0.2 -0.9 1.1 0.28
C 0.6735 3.5698 8.4500 -2.3 0.2 -0.5 -1.04
C 1.3275 1.3173 8.9775 -0.1 0.4 0.0 -1.13
N 0.2073 2.9053 5.5232 0.3 0.4 -1.0 0.52
C 0.5467 3.2107 4.1093 -1.5 -0.1 0.5 -0.75
C -1.2056 2.7187 5.6971 -1.0 -0.7 -0.5 -1.02
H 3.7233 4.1049 6.6918 -0.5 0.5 -0.4 0.26
H 2.2242 4.6075 5.7582 -0.4 0.1 0.3 0.34
H 3.7199 4.2139 4.8898 -1.1 -0.5 1.1 0.20
H 3.8556 1.5187 4.3646 0.2 0.1 0.2 -0.01
H 3.2016 0.5280 5.6706 0.2 0.3 0.0 0.27
H 4.5761 1.6193 6.0120 0.1 -0.1 -0.2 0.36
H 1.5481 4.1633 8.6619 0.4 0.2 0.4 0.22
H 0.0881 4.0562 7.6368 0.4 0.3 0.9 0.33
H -0.0117 3.4146 9.3502 1.0 0.6 -1.0 0.35
H 2.0692 1.7945 9.6844 -0.4 -0.8 -0.8 0.29
H 0.4227 1.0821 9.5506 0.1 0.0 0.1 0.36
H 1.6345 0.3980 8.4743 0.4 0.1 0.5 0.31
H 0.1791 2.4059 3.4827 0.1 -0.5 -0.3 0.02
H -0.0594 4.0795 3.8129 0.5 0.1 0.1 0.37
H 1.5935 3.3427 3.9601 0.5 0.3 -0.2 0.11
H -1.8279 3.5222 5.2527 0.6 -0.2 0.1 0.35
H -1.3836 2.7196 6.7481 -0.5 -0.1 0.8 0.51
H -1.5866 1.7413 5.2804 0.4 0.8 0.3 0.08
C 0.3493 -0.7216 -0.7428 -1.9 -0.6 1.0 1.71
S 2.0937 -0.5926 -0.5972 0.3 -0.1 -0.7 -0.17
O 2.5749 0.6914 -1.2143 -0.3 -0.2 0.1 -0.22
C 1.9726 -0.3816 1.1354 0.0 0.7 0.7 0.25
H -0.0661 -1.5408 -0.0637 0.9 0.9 -0.7 -0.23
H -0.0070 -0.9416 -1.7314 0.1 0.2 -0.8 -1.12
H -0.1305 0.2013 -0.3670 0.3 -0.1 -0.3 0.25
H 1.5298 -1.3138 1.4792 -0.1 0.2 0.3 -0.92
H 1.3133 0.4978 1.3714 0.7 -0.8 -0.1 -0.13
H 2.9901 -0.2798 1.5035 0.0 0.2 0.3 0.71
C 5.5103 1.2371 -4.6040 1.6 -0.8 -1.6 -0.86
C 4.5824 0.7212 -3.7730 -1.5 -0.3 1.1 -0.38
C 4.2710 -0.6543 -3.7856 -0.1 0.1 0.7 -0.29
C 4.9499 -1.4043 -4.7042 0.9 0.0 -0.2 0.64
C 5.9928 -0.9369 -5.5219 -0.5 -0.5 -0.1 -0.82
C 6.2849 0.3785 -5.4558 -1.0 1.9 1.1 -0.47
N 4.7105 -2.8146 -4.8200 -1.3 -2.1 0.6 1.08
O 4.1990 -3.4169 -3.8528 0.9 0.9 -1.4 -0.62
O 4.9817 -3.3427 -5.8931 -0.2 0.1 0.9 -0.62
H 5.7167 2.2894 -4.6673 0.0 0.3 0.3 0.47
H 4.0476 1.3741 -3.0898 -0.1 -0.2 0.0 0.68
H 3.5831 -1.1352 -3.0516 0.5 0.6 -0.9 0.31
H 6.4931 -1.6275 -6.1893 0.0 0.1 0.2 0.47
H 7.0592 0.8660 -5.9995 0.5 -0.1 -0.6 0.40
C 1.6606 3.7255 -4.6850 -1.4 0.5 2.5 -1.03
C 1.1732 4.8918 -4.0340 0.1 -1.3 0.2 -0.21
C 0.2951 4.7641 -2.9704 -0.8 -0.3 0.6 -0.72
C -0.0947 3.5025 -2.5077 1.1 -1.1 -1.0 -0.08
C 0.4352 2.3156 -3.0842 0.1 1.0 0.5 1.08
C 1.2976 2.4678 -4.1758 -0.8 0.9 -0.2 -1.23
N -1.0400 3.3461 -1.4059 -0.5 -1.6 -0.4 0.88
O -1.6578 2.2293 -1.4205 1.1 3.0 1.0 -0.22
O -1.1495 4.2656 -0.6050 -0.4 -1.3 -0.5 -0.63
H 2.3539 3.7810 -5.4648 0.8 0.2 -1.2 0.49
H 1.4768 5.8984 -4.2251 0.3 0.3 -0.7 0.42
H -0.1347 5.6411 -2.4840 0.2 -0.2 -0.1 0.37
H 0.2799 1.3347 -2.6191 -0.3 0.5 -0.6 0.09
H 1.5731 1.6059 -4.7368 0.5 -0.7 0.0 0.75
```
Positions in Å, forces in eV/Å.

One value per record, in order, for orbital gap: 9.90, 7.37 eV.
One value per record, in order, for total energy: -11381.8752, -172754.6711 eV.
One value per record, in order, for highest occupied orbital energy: -8.96, -8.06 eV.